{
  "formula": "C4H8NOS",
  "method": "wB97M-V/def2-TZVPD",
  "symbols": ["C", "C", "C", "C", "N", "O", "S", "H", "H", "H", "H", "H", "H", "H", "H"],
  "positions_angstrom": [[3.616, -1.425, 0.287], [-2.002, -0.285, 0.252], [-4.346, 0.309, -0.267], [2.485, 1.021, -0.164], [-3.176, -0.399, 0.190], [-0.828, -0.392, 0.322], [2.093, -0.681, 0.371], [3.703, -2.450, 0.650], [4.652, -1.063, 0.171], [-5.158, -0.083, 0.195], [-4.427, 0.347, -1.289], [-4.219, 1.276, 0.145], [2.914, 0.983, -1.193], [3.288, 1.298, 0.452], [1.406, 1.544, -0.122]],
  "homo_lumo_gap_ev": 6.803,
  "multiplicity": 1,
  "e_lumo_ha": -0.24176,
  "total_charge": 1
}